# 1
A molecular structure, C50H47As2Cl3GeN4O5Rb in a non-equilibrium geometry, computed with ωB97M-V with the def2-TZVPD basis set.

HOMO (alpha / beta) (Ha): -0.250 / -0.287
Energy above the lowest of the compared OMol25 structures with the same formula, charge and spin (kcal/mol): 3.47
Charge: 0
Multiplicity: 2
Gap between HOMO and LUMO (alpha / beta) (eV): 6.566 / 7.311
Electronic energy (Ha): -10482.07815

Each line ends with the Mulliken charge.
Element x y z (Å)
Rb: 0.48 0.13 -0.24  0.71
O: -1.27 1.35 4.97  -0.58
C: -1.04 0.91 3.72  -0.15
O: -0.56 1.60 2.86  0.04
C: -1.48 -0.51 3.51  0.30
C: -2.04 -1.26 4.53  -0.92
C: -2.40 -2.57 4.24  -0.86
C: -2.22 -3.05 2.96  -0.68
C: -1.67 -2.20 2.01  0.28
N: -1.29 -0.96 2.27  1.09
C: -1.53 -2.68 0.58  -0.23
O: -1.83 -3.83 0.30  -0.76
O: -1.15 -1.78 -0.27  0.25
H: -1.00 2.28 4.98  0.40
H: -2.18 -0.83 5.51  0.62
H: -2.84 -3.20 5.01  0.46
H: -2.49 -4.05 2.67  0.58
C: -2.98 3.30 -2.02  -1.29
C: -2.10 4.20 -1.16  -1.19
As: -1.25 3.17 0.30  0.66
C: -0.52 4.65 1.35  0.39
C: 0.72 4.46 1.95  -0.41
C: 1.33 5.48 2.67  -0.69
C: 0.71 6.71 2.80  -0.54
C: -0.52 6.92 2.20  -0.84
C: -1.13 5.90 1.48  -0.09
C: -2.88 2.70 1.26  0.81
C: -3.25 1.36 1.25  -0.15
C: -4.41 0.94 1.90  -0.73
C: -5.18 1.87 2.59  -0.74
C: -4.80 3.20 2.63  -0.78
C: -3.65 3.61 1.97  -0.51
As: -2.07 1.58 -2.42  0.99
C: -3.28 0.96 -3.81  0.06
C: -2.87 0.60 -5.09  -0.28
C: -3.78 0.08 -6.00  -0.72
C: -5.11 -0.08 -5.64  -0.53
C: -5.53 0.28 -4.36  -0.63
C: -4.61 0.79 -3.45  -0.49
C: -0.61 2.38 -3.46  0.48
C: 0.70 2.25 -3.01  0.39
C: 1.75 2.88 -3.68  -0.92
C: 1.49 3.62 -4.82  -0.51
C: 0.18 3.75 -5.28  -0.89
C: -0.86 3.13 -4.60  -0.24
H: -3.27 3.79 -2.95  0.67
H: -3.90 3.04 -1.48  0.54
H: -2.67 5.03 -0.75  0.60
H: -1.28 4.62 -1.76  0.48
H: 1.22 3.50 1.85  0.38
H: 2.30 5.31 3.12  0.46
H: 1.18 7.51 3.35  0.37
H: -1.01 7.88 2.28  0.41
H: -2.09 6.09 1.01  0.15
H: -2.63 0.62 0.74  0.45
H: -4.70 -0.10 1.87  0.48
H: -6.08 1.54 3.10  0.38
H: -5.39 3.92 3.18  0.42
H: -3.35 4.66 2.02  0.16
H: -1.83 0.71 -5.38  0.42
H: -3.45 -0.21 -6.98  0.39
H: -5.82 -0.49 -6.35  0.38
H: -6.56 0.14 -4.07  0.41
H: -4.95 1.05 -2.45  0.29
H: 0.93 1.69 -2.11  -0.38
H: 2.76 2.78 -3.31  0.49
H: 2.30 4.11 -5.35  0.40
H: -0.03 4.32 -6.17  0.40
H: -1.87 3.23 -4.97  0.43
Cl: 0.47 -4.14 -2.02  -0.34
Ge: -1.33 -2.89 -2.17  0.68
Cl: -0.37 -1.15 -3.24  -0.35
Cl: -2.58 -3.73 -3.84  -0.40
C: 4.40 1.35 5.48  -1.14
N: 3.97 0.39 4.48  0.06
N: 3.93 0.90 3.17  0.79
C: 2.84 0.34 2.49  -0.54
O: 2.65 0.46 1.29  0.30
C: 2.10 -0.40 3.50  -0.12
C: 2.79 -0.31 4.66  -0.11
C: 2.42 -0.81 6.01  -1.88
C: 5.16 1.13 2.50  -0.16
C: 6.32 0.48 2.91  0.55
C: 7.50 0.71 2.22  -0.99
C: 7.53 1.56 1.12  -0.51
C: 6.36 2.20 0.73  -0.74
C: 5.17 2.00 1.42  -0.44
H: 5.37 1.75 5.18  0.35
H: 4.53 0.83 6.43  0.44
H: 3.69 2.18 5.59  0.29
H: 1.21 -0.97 3.31  0.66
H: 1.53 -1.42 5.93  0.38
H: 2.20 0.02 6.68  0.39
H: 3.22 -1.40 6.45  0.39
H: 6.29 -0.21 3.73  0.46
H: 8.41 0.21 2.53  0.37
H: 8.45 1.73 0.59  0.40
H: 6.37 2.86 -0.12  0.44
H: 4.26 2.49 1.12  0.51
N: 2.75 -1.10 -1.97  -0.22
C: 3.58 -1.64 -0.98  0.40
C: 4.93 -1.31 -0.93  -0.57
C: 5.71 -1.75 0.12  -0.58
C: 5.17 -2.53 1.13  -0.57
C: 3.83 -2.87 1.07  -0.80
C: 3.03 -2.42 0.03  0.07
H: 3.22 -0.83 -2.82  0.26
H: 1.93 -1.66 -2.20  0.02
H: 5.36 -0.69 -1.71  0.33
H: 6.76 -1.47 0.16  0.45
H: 5.79 -2.87 1.95  0.40
H: 3.39 -3.49 1.85  0.43
H: 1.98 -2.68 0.01  0.26

***

# 2
A molecular structure, C50H47BrIrN5O2P2Te in a non-equilibrium geometry, computed with ωB97M-V with the def2-TZVPD basis set.

HOMO (Ha): -0.467
Energy above the lowest of the compared OMol25 structures with the same formula, charge and spin (kcal/mol): 18.64
Charge: +2
Multiplicity: 1
Gap between HOMO and LUMO (eV): 7.766
Electronic energy (Ha): -5986.56316

Each line ends with the Mulliken charge.
Element x y z (Å)
Ir: 0.71 -0.21 -0.51  3.08
C: 0.13 1.99 -2.42  -0.75
N: 0.47 0.56 -2.41  -0.71
C: -0.28 -0.32 -3.30  -1.38
C: 0.17 -1.69 -2.91  0.48
N: 0.60 -1.92 -1.69  0.68
C: 0.91 -3.29 -1.64  0.36
C: 1.43 -4.10 -0.63  -0.27
C: 1.66 -5.43 -0.93  -1.27
C: 1.36 -5.96 -2.19  -0.72
C: 0.85 -5.18 -3.20  -1.29
C: 0.65 -3.84 -2.89  0.32
N: 0.18 -2.79 -3.67  0.18
C: 0.87 2.56 -1.26  -0.22
N: 1.05 1.83 -0.17  0.66
C: 1.74 2.64 0.74  0.42
C: 2.21 2.42 2.04  -0.33
C: 2.88 3.45 2.65  -1.12
C: 3.10 4.69 2.02  -0.81
C: 2.65 4.92 0.73  -1.16
C: 1.98 3.87 0.12  0.52
N: 1.42 3.77 -1.15  0.35
H: -0.95 2.10 -2.25  -0.06
H: 0.38 2.47 -3.36  0.67
H: 1.49 0.42 -2.69  0.65
H: -0.08 -0.10 -4.35  0.69
H: -1.35 -0.21 -3.12  0.10
H: 1.66 -3.70 0.34  0.20
H: 2.07 -6.08 -0.17  0.53
H: 1.54 -7.01 -2.38  0.47
H: 0.63 -5.58 -4.18  0.53
H: -0.07 -2.83 -4.65  0.25
H: 2.08 1.48 2.53  0.24
H: 3.27 3.31 3.65  0.49
H: 3.64 5.47 2.54  0.51
H: 2.82 5.86 0.23  0.56
H: 1.44 4.48 -1.87  0.27
C: 1.13 -2.49 3.13  -1.01
Te: 2.02 -1.25 1.65  0.76
C: 3.71 -2.46 1.29  -1.12
H: 1.21 -3.53 2.84  0.46
H: 0.09 -2.22 3.26  0.03
H: 1.69 -2.30 4.04  0.50
H: 4.50 -2.02 1.89  0.41
H: 3.98 -2.44 0.23  0.25
H: 3.49 -3.48 1.61  0.49
C: -3.02 0.33 -0.14  -2.38
P: -1.45 -0.55 0.25  1.55
C: -1.94 -2.26 -0.17  0.72
C: -1.70 -3.33 0.68  -0.22
C: -2.03 -4.62 0.29  -1.19
C: -2.57 -4.86 -0.96  -0.72
C: -2.80 -3.79 -1.82  -1.30
C: -2.49 -2.50 -1.43  -0.86
C: -1.47 -0.44 2.07  0.38
C: -2.40 -1.14 2.84  -0.67
C: -2.46 -0.95 4.21  -0.88
C: -1.61 -0.03 4.83  -1.00
C: -0.72 0.70 4.06  -0.72
C: -0.65 0.50 2.69  0.82
P: -3.14 2.05 -0.87  -0.04
C: -2.34 3.10 0.40  0.48
C: -1.51 4.13 -0.03  -0.69
C: -0.98 5.04 0.88  -0.60
C: -1.25 4.90 2.23  -0.76
C: -2.08 3.87 2.67  -0.69
C: -2.63 2.99 1.76  -0.21
C: -4.90 2.35 -0.43  0.86
C: -5.31 3.64 -0.10  -0.46
C: -6.63 3.91 0.21  -0.67
C: -7.57 2.89 0.18  -0.54
C: -7.19 1.61 -0.18  -0.72
C: -5.86 1.34 -0.49  -0.27
H: -3.59 0.31 0.79  1.19
H: -3.52 -0.32 -0.85  0.95
H: -1.27 -3.16 1.66  0.36
H: -1.85 -5.45 0.97  0.49
H: -2.81 -5.87 -1.26  0.45
H: -3.24 -3.97 -2.80  0.49
H: -2.68 -1.68 -2.11  0.36
H: -3.08 -1.84 2.37  0.58
H: -3.18 -1.50 4.80  0.44
H: -1.67 0.12 5.90  0.49
H: -0.09 1.45 4.53  0.56
H: 0.00 1.12 2.09  -0.77
H: -1.34 4.26 -1.09  0.57
H: -0.38 5.87 0.53  0.53
H: -0.83 5.60 2.94  0.46
H: -2.32 3.79 3.73  0.51
H: -3.32 2.23 2.11  0.48
H: -4.59 4.45 -0.08  0.38
H: -6.93 4.91 0.48  0.42
H: -8.61 3.10 0.42  0.40
H: -7.92 0.81 -0.22  0.42
H: -5.59 0.33 -0.79  0.29
Br: 5.12 1.83 -0.23  -0.08
C: 5.77 0.29 -1.13  0.67
C: 7.13 0.02 -1.07  -0.73
C: 7.63 -1.08 -1.74  -0.58
C: 6.79 -1.91 -2.47  -0.82
C: 5.44 -1.62 -2.54  -0.40
C: 4.91 -0.53 -1.86  -0.29
C: 3.45 -0.26 -1.98  0.18
O: 2.93 -0.02 -3.08  -0.76
O: 2.79 -0.32 -0.87  -0.11
H: 7.78 0.67 -0.51  0.46
H: 8.69 -1.29 -1.69  0.41
H: 7.19 -2.77 -3.00  0.42
H: 4.77 -2.25 -3.12  0.45